Entry 1:
Density functional theory data (wB97M-V/def2-TZVPD) for C46H51Cl3F4N4O4PS3TaTe as an isolated structure.

Each line ends with the Löwdin charge.
Element x y z (Å)
Ta (-0.48626, 1.55042, 1.74513)  1.1276
Te (-0.27492, 3.70776, 5.36800)  1.0012
Cl (-1.93687, -4.10678, -7.74677)  0.7190
Cl (-3.88695, -2.32316, -1.37767)  0.6402
Cl (-2.69519, -0.40793, -11.60683)  0.7105
S (-0.38522, 1.51816, 4.10714)  -0.0910
S (-5.14470, -4.88850, -2.44494)  0.9918
S (-0.44868, -0.58774, 1.00249)  0.2223
P (0.44120, -2.20327, 2.56168)  0.7948
F (0.17208, 4.51390, 2.34528)  -0.0374
F (0.95751, 5.35802, -3.10161)  0.1112
F (1.46085, 6.58945, 1.41922)  0.0986
F (-0.12446, 2.85820, -2.18263)  0.0429
O (-0.75686, -2.71551, 3.52929)  -0.4071
O (0.49637, -3.52937, 1.64831)  -0.4114
O (-1.98983, -2.44065, -5.11675)  -0.1599
O (1.40112, 1.92492, 1.55675)  -0.3534
N (-2.95816, 1.29485, 1.89914)  -0.3992
N (1.23176, -1.99751, -4.96056)  -0.0806
N (1.67974, -0.95933, -2.99344)  0.0534
N (-1.30487, 2.84207, 0.47787)  -0.2050
C (-1.91151, 3.58044, 8.00034)  -0.1461
C (3.18299, 1.68229, 3.82712)  -0.0588
C (0.43222, 3.13714, 8.30610)  -0.1706
C (-0.96149, 3.44213, 10.24877)  -0.0642
C (-1.44907, -0.10368, -7.86383)  -0.0336
C (-2.34895, -2.14713, -9.58559)  -0.1179
C (-4.26979, -3.36607, -2.67366)  -0.9509
C (-3.50474, -0.04263, 2.16771)  -0.1336
C (-2.05574, 3.68008, 9.39268)  -0.0786
C (4.44001, 0.13690, 0.55018)  -0.2013
C (-2.70238, 2.99792, 0.10566)  -0.1934
C (0.85355, -1.78635, -3.66819)  -0.1764
C (3.92205, -0.60628, -0.62639)  -0.0756
C (0.41123, -4.10366, 5.09488)  -0.1073
C (2.68216, -0.63075, -3.93600)  -0.1474
C (5.42959, 0.95741, 2.88480)  0.0005
C (0.60794, -5.00053, -0.12032)  -0.0688
C (-3.22728, -1.92105, -4.55737)  -0.1281
C (-4.54758, -4.17448, -4.82566)  -0.1203
C (-0.62427, 3.41742, 7.49323)  -0.5848
C (-3.61732, 2.20031, 2.87534)  -0.1078
C (1.06082, 6.15342, -0.85819)  0.0998
C (0.30587, 3.10768, 9.71393)  -0.0543
C (-3.98993, -3.12864, -3.99383)  -0.3032
C (6.37052, 0.68501, 1.86629)  -0.2449
C (0.88726, 5.83002, 0.47118)  -0.1981
C (1.34515, -3.84060, 0.53214)  -0.2644
C (-1.09276, -1.59731, -5.91799)  -0.2386
C (0.25897, 4.66017, 0.95606)  -0.1267
C (2.39613, -1.25678, -5.12069)  -0.0905
C (-1.81416, 0.18497, -9.15861)  -0.0940
C (0.67740, 5.16874, -1.81397)  -0.1898
C (0.20982, -2.41413, -5.96278)  -0.0746
C (-1.54026, -1.41151, -7.38622)  -0.2058
C (-2.00662, -2.41010, -8.23563)  -0.5389
C (3.52355, 0.86341, 1.44141)  -0.1526
C (4.02952, 1.16621, 2.71507)  -0.1817
C (7.85319, 0.79637, 2.15430)  -0.0445
C (0.00101, 4.00493, -1.37893)  -0.0596
C (-0.79181, -4.04184, 4.22302)  -0.2347
C (-3.42079, 1.70942, 0.52307)  -0.1719
C (5.82552, 0.19349, 0.65586)  -0.0052
C (-2.32482, -0.83988, -9.99384)  -0.6862
C (-0.33666, 3.81745, 0.04826)  -0.1661
C (2.29405, 1.11380, 0.94338)  -0.2006
C (-5.01959, -5.24491, -4.08508)  -0.4288
H (-3.08168, 0.85952, -0.10022)  0.1112
H (0.81248, -2.31892, -6.91669)  0.1535
H (-4.63578, -0.00712, 2.09273)  0.1157
H (-5.42406, -6.15949, -4.48238)  0.0685
H (0.46260, -5.11112, 5.55357)  0.0946
H (-2.98639, 4.04702, 9.81964)  0.1065
H (3.00596, -1.38448, -6.03045)  0.1225
H (3.55041, 0.03173, -3.78073)  0.0950
H (-4.62831, -4.00981, -5.85104)  0.0847
H (-3.14624, 2.09338, 3.86730)  0.0447
H (3.92854, 1.79753, 4.61339)  0.0783
H (2.35731, -4.18599, 0.83504)  0.1327
H (1.45573, 3.13205, 7.91299)  0.0970
H (1.58704, 7.08254, -1.08901)  0.1482
H (-1.72296, -3.93345, 4.80840)  0.1327
H (1.15475, 2.84585, 10.32202)  0.1010
H (1.93477, 0.80093, -0.08311)  0.1110
H (-0.95962, -0.64623, -5.36689)  0.1577
H (-2.81998, 3.11307, -0.99545)  0.1392
H (8.27702, 1.24250, 1.28364)  0.0643
H (8.01653, 1.47607, 3.05855)  0.1045
H (1.06836, -5.07610, -1.08869)  0.0735
H (-3.51472, 3.24352, 2.50604)  0.0945
H (1.34956, -2.95174, -0.14398)  0.1047
H (4.15689, -0.00551, -1.56042)  0.0953
H (-3.27615, -0.31786, 3.21367)  0.0968
H (4.39542, -1.61302, -0.65443)  0.0986
H (5.81763, 1.09682, 3.86277)  0.0963
H (2.48447, 0.94424, 4.18145)  0.0480
H (-1.12091, 0.71672, -7.19215)  0.1336
H (0.36177, -3.36535, 5.89608)  0.0816
H (-3.14220, 3.87014, 0.50001)  0.0990
H (0.64559, -5.92832, 0.41782)  0.0725
H (-1.65302, 1.18215, -9.56494)  0.1091
H (6.44349, -0.14794, -0.15532)  0.1200
H (8.27442, -0.19662, 2.33052)  0.0836
H (-0.70544, -4.83494, 3.47860)  0.1110
H (-3.87037, -1.54500, -5.41137)  0.1459
H (-2.83618, -2.97207, -10.16312)  0.1280
H (0.03087, -2.16627, -3.11038)  0.1171
H (-3.16925, -1.16259, -3.77592)  0.0957
H (2.68978, 2.64231, 3.67543)  0.0691
H (2.80964, -0.76858, -0.59591)  0.0433
H (-4.69843, 1.97141, 3.00092)  0.1023
H (1.34936, -3.88076, 4.46679)  0.0865
H (-1.17020, 3.37260, 11.33548)  0.1150
H (-4.52177, 1.84466, 0.55899)  0.1402
H (-0.46882, -4.76876, -0.21248)  0.0907
H (-2.99723, -0.77383, 1.52876)  0.0184
H (-2.80543, 3.70068, 7.40159)  0.0930
H (0.04411, -3.49233, -5.75422)  0.1255

The multiplicity is 2. The value obtained for the molar mass is 1342.01 Da. The calculation puts the calculated total energy at -5944.14741 a.u. As for the HOMO energy (spin up / spin down): -8.08 / -10.22 eV. The calculation puts the energy above the lowest of the compared OMol25 structures with the same formula, charge and spin at 15.0 kcal/mol. Its orbital gap (spin up / spin down) is 4.264 / 6.568 eV. The net charge is +1. As for the expectation value of S²: 0.80.

---

Entry 2:
Density functional theory data (wB97M-V/def2-TZVPD) for C46H51IN4O6Se2Zr as an isolated structure.

Each line ends with the Löwdin charge.
Element x y z (Å)
I (-2.29154, -2.68075, -0.46984)  1.2612
Zr (0.10479, -0.47143, -0.10642)  1.3225
Se (1.58341, -2.75119, -0.06096)  0.7153
Se (-0.61973, -1.03266, 2.42513)  0.6380
O (2.13474, -0.60422, -5.52403)  -0.0545
O (1.90638, 0.33855, 0.82346)  -0.2022
O (1.80522, -2.01559, 4.50230)  -0.0785
O (-0.08393, -5.65441, 3.38689)  -0.0539
O (-0.48620, 1.07450, -1.36462)  -0.2756
O (2.06001, -0.07600, -1.30148)  -0.1272
N (-0.39664, 1.90147, 1.38586)  0.1028
N (-2.68203, 0.76155, 0.31601)  0.1326
N (0.12787, 3.37780, -4.03254)  0.1238
N (-0.13287, -1.47993, -2.39652)  -0.0266
C (6.23130, 0.62834, -1.18933)  -0.0719
C (-0.17466, 1.50386, -2.56406)  -0.2957
C (-5.34699, -0.61881, -1.87070)  -0.0575
C (6.01847, 0.99812, 1.18423)  -0.0651
C (-1.65879, 3.94088, 1.92349)  0.0016
C (4.65444, 0.76664, 1.10213)  -0.0039
C (6.80332, 0.93196, 0.04063)  -0.0785
C (2.62837, 0.23559, -0.21877)  -0.6468
C (-0.25450, -2.88840, -2.63504)  -0.4105
C (2.77140, 3.33122, 3.76932)  -0.0759
C (-0.66729, 1.87345, 4.31807)  -0.0704
C (4.86916, 0.39564, -1.27582)  -0.0066
C (-1.18305, -3.64532, -1.93550)  -0.6262
C (1.83882, 3.25200, 0.10613)  -0.0156
C (-3.87724, 2.89826, 0.46284)  0.0018
C (0.45643, -4.89897, -3.75629)  -0.0650
C (-3.35817, 0.74475, -2.54082)  -0.0107
C (-0.89258, 3.84929, -1.90278)  -0.0159
C (0.57686, -3.53597, -3.54335)  -0.0350
C (-6.13916, -1.25921, -0.93468)  -0.0826
C (-4.70383, -0.45021, 0.83260)  -0.2522
C (-1.31474, -5.00597, -2.14174)  -0.1364
C (0.62021, 1.17911, -4.82480)  -0.1463
C (-0.27204, 2.89006, -2.87702)  -0.2474
C (-0.43817, -2.92268, 2.90829)  -0.4962
C (1.65167, 2.77168, 4.35713)  -0.0431
C (2.06393, -2.60461, 3.23328)  -0.2541
C (0.57077, 2.33845, 3.59418)  -0.2140
C (-0.49142, -5.63650, -3.06381)  -0.0784
C (1.12117, 0.30361, -5.94330)  -0.2032
C (1.76755, 3.03582, 1.59320)  -0.2142
C (-1.47272, 2.57554, 1.31454)  -0.2682
C (0.94920, -3.55379, 2.77940)  -0.5762
C (2.81161, 3.48061, 2.39268)  -0.0554
C (1.19901, -4.05274, 1.35817)  -0.4882
C (4.08335, 0.47159, -0.13105)  -0.1307
C (-5.81990, -1.16082, 0.41119)  -0.0562
C (0.20019, 0.64135, -3.59195)  -0.0791
C (-4.21549, 0.09695, -1.49156)  -0.2588
C (-2.69055, 1.98758, 0.63692)  -0.2605
C (-4.38741, -0.30534, 2.29611)  -0.0368
C (0.98474, -4.76716, 3.71419)  -0.2160
C (-3.89103, 0.15281, -0.13727)  -0.3161
C (0.66135, 2.43602, 2.20200)  -0.2177
C (0.60546, 2.54520, -4.96994)  -0.0951
C (0.04830, -0.79529, -3.46665)  -0.0584
H (6.47196, 1.22540, 2.14041)  0.1055
H (-2.55639, 0.06912, -2.85015)  0.0731
H (-6.44695, -1.63779, 1.15510)  0.1110
H (-1.16287, -3.50017, 2.33907)  0.0263
H (-2.88131, 1.65372, -2.17779)  0.0615
H (3.60218, 3.66062, 4.38007)  0.1023
H (-4.71229, 2.36909, 0.01301)  0.0891
H (1.95029, -5.27603, 3.59998)  0.1262
H (-2.06580, 4.63153, 1.18481)  0.0864
H (-0.73547, 3.53223, -0.87659)  0.0397
H (-1.18330, 2.73576, 4.75156)  0.0844
H (0.96014, 3.00562, -5.88578)  0.1116
H (2.20969, -1.83316, 2.47565)  0.0662
H (-2.04142, -5.57176, -1.57443)  0.0986
H (0.04331, -1.33423, -4.41022)  0.1249
H (0.35743, -4.66474, 1.03633)  0.0581
H (-3.60747, 3.73826, -0.18109)  0.0851
H (2.08703, -4.68746, 1.34546)  0.0618
H (-2.37066, 3.89149, 2.75056)  0.0966
H (1.59609, 2.67625, 5.43543)  0.1144
H (6.85015, 0.56977, -2.07525)  0.1029
H (2.99913, -3.16480, 3.32540)  0.1336
H (1.23118, 2.53628, -0.44217)  0.0481
H (-5.06185, -0.91683, 2.89425)  0.0811
H (1.47624, 0.93906, -6.75960)  0.1179
H (-0.10656, -6.35688, 4.04128)  0.0865
H (1.19924, -1.28091, 4.33157)  0.0288
H (-3.35723, -0.59409, 2.51219)  0.0080
H (-0.47689, 4.84341, -2.05522)  0.0877
H (7.86893, 1.11167, 0.10841)  0.1029
H (4.39671, 0.14706, -2.21661)  0.1144
H (3.67402, 3.93484, 1.91787)  0.1159
H (2.86949, 3.16838, -0.24230)  0.0912
H (-1.97037, 3.90663, -2.08555)  0.0810
H (-0.72077, 4.33631, 2.30047)  0.0922
H (-4.50387, 0.73414, 2.61849)  0.0822
H (0.89858, -4.41411, 4.74668)  0.1273
H (1.48699, 4.25395, -0.15408)  0.0929
H (-1.36137, 1.33488, 3.67986)  0.0142
H (1.35261, -2.97194, -4.04709)  0.1176
H (0.32039, -0.31915, -6.34763)  0.1266
H (4.02243, 0.80773, 1.97940)  0.1208
H (1.12426, -5.38871, -4.45264)  0.1079
H (-5.59861, -0.67327, -2.92352)  0.1129
H (-3.95393, 0.98684, -3.42056)  0.0901
H (-7.00799, -1.82262, -1.24908)  0.1029
H (-4.19745, 3.31423, 1.41868)  0.0905
H (-0.75042, -2.94097, 3.95180)  0.0660
H (-0.40128, 1.20560, 5.13740)  0.0825
H (2.79757, -0.10936, -5.03008)  0.0972
H (-0.58029, -6.70310, -3.22151)  0.1052

The value obtained for the molar mass is 1131.98 Da. The calculation puts the calculated total energy at -7601.76471 a.u. As for the HOMO energy: -7.08 eV. The calculation puts the energy above the lowest of the compared OMol25 structures with the same formula, charge and spin at 0.0 kcal/mol. Its orbital gap is 6.638 eV.

---

> The highest calculated total energy belongs to which entry?

C46H51Cl3F4N4O4PS3TaTe